Entry 1:
This record from OMol25 describes a 10-piece molecular cluster, C34H66BN2O22S2 overall. The level of theory is ωB97M-V with the def2-TZVPD basis set.

Output
**Lowest unoccupied orbital energy**: 1.895 eV
**HOMO-LUMO gap**: 8.9 eV
**HOMO**: -6.98 eV
**Energy above the lowest of the compared OMol25 structures with the same formula, charge and spin**: 0.0 kcal/mol
**Energy**: -106707.362 eV
**Charge**: -1
**2S+1**: 1

Each line ends with the Löwdin charge.
Geometry (Å):
O 3.0717 0.7301 1.7020  0.126
C 2.0396 1.0745 1.2040  -0.363
O 1.0539 0.2341 0.8988  0.214
B -0.0385 0.9439 0.1944  -0.908
O 0.3510 2.3484 0.3571  0.211
C 1.5735 2.4922 0.7895  -0.396
O 2.2094 3.5069 0.8013  0.148
O -1.4006 0.7094 0.6528  0.229
C -2.1166 0.0604 -0.2408  -0.356
O -3.2383 -0.3304 -0.1063  0.150
C -1.2325 -0.0065 -1.5227  -0.395
O -0.0812 0.5475 -1.2261  0.208
O -1.5543 -0.4045 -2.6082  0.143
C 1.9201 -1.1760 -3.6232  -0.230
S 3.5106 -1.4923 -2.7854  0.835
O 3.4536 -2.9060 -2.2809  -0.567
C 4.4303 -1.6949 -4.3256  -0.279
H 1.1464 -1.2146 -2.8588  0.032
H 1.8008 -1.8574 -4.4592  0.061
H 1.9368 -0.1383 -3.9604  0.029
H 4.3682 -0.9218 -5.1023  0.056
H 4.1662 -2.5957 -4.8798  0.059
H 5.5015 -1.6682 -4.1132  0.045
C 5.4742 -3.4880 -0.2236  -0.271
S 6.1973 -2.7466 1.2725  0.804
O 7.6836 -2.9015 1.2674  -0.570
C 5.8220 -1.0733 0.7580  -0.285
H 5.9478 -3.0392 -1.0933  0.045
H 4.3906 -3.3940 -0.2592  0.021
H 5.6252 -4.5689 -0.2450  0.053
H 4.7277 -1.0435 0.8263  0.036
H 5.9300 -0.8760 -0.3111  0.048
H 6.3578 -0.3994 1.4176  0.057
C -0.3490 3.6018 -3.0061  -0.336
O -1.3472 4.2060 -2.6805  0.030
N -0.0039 3.2615 -4.2690  -0.187
C 1.3064 2.7765 -4.6229  -0.072
C -0.9270 3.2213 -5.3926  -0.048
H 0.5109 3.4022 -2.3416  0.132
H 1.2585 1.7115 -4.8829  0.069
H 2.0557 2.9177 -3.8454  0.088
H 1.6867 3.2221 -5.5463  0.086
H -0.5811 3.9623 -6.1211  0.086
H -1.0913 2.2647 -5.8813  0.089
H -1.8694 3.6597 -5.0607  0.087
C 6.2913 -0.6158 5.8673  -0.354
O 7.0001 0.2696 6.3369  -0.019
N 5.0309 -0.4460 5.4401  -0.189
C 4.2221 -1.5442 4.9086  -0.044
C 4.5392 0.9084 5.1933  -0.032
H 6.6496 -1.6627 5.8331  0.134
H 4.1147 -1.2737 3.8589  0.079
H 3.2875 -1.6027 5.4736  0.087
H 4.5891 -2.5544 5.0840  0.084
H 5.3127 1.6548 5.3169  0.084
H 4.2234 0.9748 4.1462  0.073
H 3.6430 1.1371 5.7685  0.089
O -0.4535 -4.8416 1.2513  0.100
C 0.5247 -4.4514 0.6712  -0.523
O 1.5690 -5.1851 0.2388  -0.016
C 1.6061 -6.5912 0.4077  -0.241
C 1.6057 -7.3303 -0.9283  -0.060
C 0.7893 -2.9887 0.4035  0.037
H 0.7759 -6.9917 0.9955  0.114
H 2.5041 -6.8008 0.9940  0.121
H 2.5513 -7.1983 -1.4430  0.074
H 0.7360 -6.9739 -1.4826  0.081
H 1.3364 -8.3579 -0.6775  0.074
H 0.3427 -2.4480 1.2332  0.092
H 0.2589 -2.6661 -0.4982  0.093
H 1.8352 -2.8106 0.1700  0.071
O 6.8940 2.6741 -2.5061  0.061
C 6.5383 3.0012 -1.3829  -0.540
O 7.2612 3.8165 -0.6294  -0.012
C 8.4944 4.3902 -1.1087  -0.208
C 8.5737 5.8125 -0.6342  -0.072
C 5.2935 2.4453 -0.7845  0.032
H 8.4011 4.3926 -2.1982  0.114
H 9.2456 3.6842 -0.7633  0.131
H 8.5754 5.7325 0.4596  0.080
H 7.7503 6.4535 -0.9406  0.081
H 9.4890 6.3450 -0.8908  0.075
H 4.6137 2.0773 -1.5448  0.084
H 4.8884 3.3273 -0.2742  0.094
H 5.4337 1.6213 -0.0872  0.072
O -6.9042 1.6791 -1.8567  0.104
C -7.1221 1.7357 -0.6719  -0.564
O -8.2930 1.7797 -0.0527  -0.016
C -9.4864 1.7839 -0.8471  -0.211
C -10.6319 1.4487 0.0846  -0.069
C -5.9697 1.7856 0.3161  0.027
H -9.4093 1.0085 -1.6126  0.108
H -9.5563 2.7596 -1.3277  0.128
H -11.5581 1.9499 -0.1995  0.072
H -10.4116 1.9122 1.0543  0.077
H -10.7750 0.4004 0.3364  0.070
H -6.3014 1.1010 1.1030  0.072
H -6.0666 2.7651 0.7943  0.092
H -4.9797 1.6080 -0.0748  0.080
O -4.3307 3.4769 2.9622  0.092
C -3.3362 2.8445 2.7508  -0.539
O -3.2044 1.5242 2.9693  -0.015
C -4.3041 0.7514 3.4397  -0.223
C -4.1159 0.3952 4.8921  -0.080
C -2.1088 3.3719 2.0433  0.045
H -4.2667 -0.1791 2.8760  0.117
H -5.2467 1.2774 3.2947  0.110
H -4.8169 -0.3511 5.2814  0.074
H -4.3818 1.1628 5.6361  0.075
H -3.0886 0.1586 5.1697  0.079
H -2.4200 3.5376 1.0129  0.107
H -1.2890 2.6791 2.1301  0.067
H -1.9720 4.3347 2.5373  0.096
O -7.9902 -1.1088 -2.1117  0.108
C -8.1924 -2.0889 -1.4376  -0.553
O -7.3078 -2.6857 -0.6698  0.005
C -6.1508 -1.9787 -0.2146  -0.204
C -5.4512 -2.9624 0.7126  -0.064
C -9.5012 -2.8518 -1.5251  0.019
H -6.4647 -1.0722 0.3108  0.113
H -5.3834 -1.6201 -0.9058  0.122
H -6.0824 -3.2041 1.5695  0.074
H -4.5388 -2.4880 1.0818  0.066
H -5.1679 -3.8870 0.2132  0.079
H -9.3134 -3.8914 -1.7866  0.083
H -10.0871 -2.2901 -2.2476  0.082
H -10.0365 -2.8732 -0.5744  0.081


Entry 2:
This record from OMol25 describes a 13-piece molecular cluster, C34H67BCl25FO6S2 overall. The level of theory is ωB97M-V with the def2-TZVPD basis set.

Output
**Lowest unoccupied orbital energy**: 0.087 eV
**HOMO-LUMO gap**: 9.9 eV
**HOMO**: -9.82 eV
**Energy**: -386758.190 eV
**Charge**: 0
**2S+1**: 1

Each line ends with the Löwdin charge.
Geometry (Å):
C 4.5810 -3.7778 1.4533  -0.112
C 3.1316 -4.1085 1.8276  -0.148
B 2.1033 -3.0431 1.2919  -0.447
O 2.3173 -2.3932 0.1109  0.160
C 0.8184 -2.7722 2.2357  -0.242
C 0.0562 -4.0733 2.5950  -0.517
S -0.3553 -4.1247 4.3780  0.866
C -1.1332 -4.3567 1.6405  -0.444
F -0.5539 -4.2831 0.3746  0.019
C -1.5966 -5.8012 1.8521  -0.099
C -2.7474 -6.3465 1.0087  -0.222
O -2.6473 -5.9549 -0.3534  -0.104
C -2.2444 -3.2576 1.7914  -0.652
Cl -2.9814 -2.9365 0.2013  0.855
C -3.3620 -3.5905 2.8122  -0.225
O -4.5762 -3.9291 2.1937  -0.239
C -5.7102 -3.5786 2.9678  -0.075
O -1.6901 -2.0139 2.2596  -0.291
S -0.2829 -1.4954 1.6969  0.620
O -0.0122 -0.3108 2.4498  -0.263
O -0.3411 -1.3870 0.2810  -0.252
H 5.2674 -4.4276 1.9931  0.010
H 4.7509 -3.8792 0.3829  0.078
H 4.8280 -2.7531 1.7371  0.080
H 2.8681 -5.1196 1.4976  0.116
H 3.0455 -4.1214 2.9212  0.109
H 2.5528 -1.4571 0.1426  0.130
H 1.1996 -2.3873 3.1828  0.116
H 0.7282 -4.9223 2.4840  0.098
H -1.1600 -3.0536 4.3824  -0.158
H -1.8333 -5.9566 2.9025  0.100
H -0.7136 -6.4113 1.6465  0.134
H -2.6978 -7.4361 1.0839  0.126
H -3.7229 -6.0629 1.4033  0.109
H -2.5643 -6.7565 -0.8818  0.057
H -3.5086 -2.6996 3.4343  0.060
H -3.0488 -4.3962 3.4780  0.110
H -5.5080 -3.6296 4.0402  0.092
H -6.5000 -4.2905 2.7376  0.091
H -6.0522 -2.5721 2.7119  0.095
Cl -0.1562 4.2015 -0.6532  0.540
C -0.2615 2.7520 0.3810  -0.639
C 0.1397 3.0333 1.8019  -0.648
Cl 1.8762 3.4156 1.9356  0.565
H 0.3698 1.9863 -0.0630  0.074
H -1.2951 2.4080 0.3596  0.074
H -0.0463 2.1406 2.3971  0.043
H -0.4091 3.8714 2.2248  0.071
Cl 2.7136 8.3940 -1.1196  0.530
C 2.6723 6.9208 -0.1084  -0.663
C 3.0546 7.2070 1.3199  -0.685
Cl 4.7775 7.6558 1.4860  0.542
H 3.3439 6.1944 -0.5604  0.059
H 1.6556 6.5325 -0.1496  0.032
H 2.9026 6.3259 1.9371  -0.019
H 2.4672 8.0269 1.7277  0.064
Cl 5.9830 -8.4236 4.6271  0.533
C 7.0722 -7.6045 3.4724  -0.675
C 7.6917 -6.3610 4.0535  -0.671
Cl 6.4829 -5.0733 4.3214  0.566
H 6.4930 -7.3776 2.5807  0.068
H 7.8531 -8.3137 3.2136  0.019
H 8.4326 -5.9672 3.3612  0.014
H 8.1739 -6.5636 5.0063  0.071
Cl -2.7263 -0.9422 5.0005  0.637
C -2.7940 0.7542 4.4511  -0.630
C -3.7761 1.5650 5.2550  -0.658
Cl -5.4593 1.0559 4.9591  0.541
H -3.0554 0.7405 3.3957  0.074
H -1.7897 1.1594 4.5615  0.074
H -3.7006 2.6116 4.9654  0.074
H -3.5856 1.4755 6.3211  0.069
Cl -0.1114 -5.4727 -5.5373  0.534
C -1.4571 -4.7873 -4.5868  -0.657
C -1.7347 -5.5786 -3.3370  -0.664
Cl -2.3988 -7.2016 -3.6951  0.548
H -2.3293 -4.7471 -5.2340  0.068
H -1.1713 -3.7742 -4.3094  0.074
H -2.4734 -5.0627 -2.7265  0.063
H -0.8338 -5.7152 -2.7450  0.071
Cl 4.9244 7.0903 6.9470  0.538
C 4.3115 8.0347 5.5639  -0.664
C 2.9077 7.6374 5.1856  -0.644
Cl 2.8434 5.9934 4.4971  0.565
H 4.9946 7.8907 4.7306  0.051
H 4.3235 9.0819 5.8607  0.074
H 2.5349 8.3189 4.4219  0.068
H 2.2372 7.6638 6.0405  0.067
Cl 1.6272 6.5431 -6.3441  0.523
C 1.5212 5.0723 -5.3391  -0.670
C 1.9104 5.3293 -3.9080  -0.686
Cl 3.6466 5.7016 -3.7288  0.544
H 2.1534 4.3154 -5.7963  0.070
H 0.4844 4.7432 -5.3730  0.025
H 1.7078 4.4438 -3.3070  0.039
H 1.3545 6.1655 -3.4936  0.014
Cl -0.8163 2.8940 -3.6828  0.579
C -2.4313 2.5313 -3.0307  -0.647
C -2.8935 1.1356 -3.3561  -0.627
Cl -3.1920 0.9086 -5.1051  0.551
H -3.1035 3.2835 -3.4306  0.009
H -2.3764 2.6568 -1.9500  0.054
H -3.8338 0.9375 -2.8433  0.079
H -2.1630 0.3897 -3.0528  0.069
Cl -7.6631 3.5404 -5.4482  0.540
C -6.1364 4.3028 -5.9600  -0.640
C -5.0276 4.0729 -4.9691  -0.668
Cl -5.3098 4.9288 -3.4210  0.544
H -6.3295 5.3630 -6.1015  0.069
H -5.8595 3.8601 -6.9154  0.079
H -4.0893 4.4523 -5.3736  0.076
H -4.9073 3.0179 -4.7385  0.014
Cl 10.5064 -8.0502 2.6129  0.587
C 11.5468 -7.1872 1.4455  -0.642
C 12.1145 -5.9197 2.0302  -0.655
Cl 10.8527 -4.6913 2.3134  0.559
H 10.9482 -6.9822 0.5621  0.070
H 12.3553 -7.8650 1.1787  0.074
H 12.8304 -5.4887 1.3327  0.074
H 12.6103 -6.1084 2.9786  0.069
Cl -0.9548 6.8554 -2.1687  0.539
C -1.1532 8.4338 -2.9763  -0.633
C -2.2174 8.3764 -4.0434  -0.652
Cl -1.7158 7.3837 -5.4374  0.538
H -0.1882 8.7244 -3.3849  0.069
H -1.4427 9.1477 -2.2074  0.075
H -2.4064 9.3791 -4.4229  0.073
H -3.1443 7.9634 -3.6529  0.060
Cl -8.8564 0.8112 -8.0014  0.530
C -9.2130 -0.4784 -6.8242  -0.663
C -8.7831 -0.1161 -5.4250  -0.670
Cl -7.0121 -0.0309 -5.2661  0.518
H -8.7150 -1.3822 -7.1656  0.066
H -10.2900 -0.6365 -6.8410  0.071
H -9.1310 -0.8812 -4.7330  0.072
H -9.1865 0.8474 -5.1224  0.050


Which value of lowest unoccupied orbital energy does entry 1 give?
1.895 eV


Which of these has the lowest HOMO-LUMO gap?
C34H66BN2O22S2


Look up the HOMO-LUMO gap of the first one.
8.9 eV


Which value of charge does entry 2 give?
0